[1]
{
  "formula": "C33H46HgN3O2",
  "method": "ωB97M-V/def2-TZVPD",
  "elements": ["Hg", "C", "C", "C", "C", "C", "C", "C", "N", "C", "C", "C", "C", "C", "C", "O", "C", "C", "C", "C", "C", "C", "C", "C", "C", "O", "C", "C", "C", "C", "C", "C", "H", "H", "H", "H", "H", "H", "H", "H", "H", "H", "H", "H", "H", "H", "H", "H", "H", "H", "H", "H", "H", "H", "H", "H", "H", "H", "H", "H", "H", "H", "H", "H", "H", "H", "H", "H", "H", "H", "H", "H", "N", "C", "C", "C", "N", "C", "C", "H", "H", "H", "H", "H", "H"],
  "positions_angstrom": [[0.823, -2.015, 1.058], [-2.756, 1.721, -4.670], [-1.391, 2.194, -4.011], [-1.771, 3.320, -3.025], [-0.418, 2.702, -5.019], [-0.816, 1.000, -3.163], [-0.471, 1.010, -1.833], [-0.281, -0.211, -1.108], [-0.233, -0.335, 0.173], [-0.230, 0.786, 1.109], [-1.102, 1.860, 1.088], [-1.152, 2.715, 2.139], [-0.273, 2.581, 3.151], [0.659, 1.560, 3.193], [0.674, 0.646, 2.160], [1.589, -0.360, 2.183], [1.551, 1.345, 4.464], [2.998, 1.352, 4.033], [1.222, 0.018, 5.100], [1.484, 2.442, 5.558], [-2.195, 3.856, 2.128], [-3.564, 3.262, 2.211], [-2.087, 4.630, 0.810], [-2.033, 4.761, 3.401], [0.011, -1.430, -1.861], [0.304, -2.505, -1.250], [-0.086, -1.342, -3.332], [-0.649, -0.240, -3.896], [0.140, -2.594, -4.171], [1.513, -3.142, -3.886], [-0.956, -3.651, -3.927], [0.034, -2.259, -5.645], [-3.296, 2.614, -5.037], [-3.424, 1.209, -3.954], [-2.555, 1.122, -5.589], [-2.255, 4.166, -3.404], [-0.825, 3.751, -2.629], [-2.427, 3.015, -2.175], [-0.808, 3.494, -5.637], [-0.056, 1.877, -5.658], [0.454, 3.063, -4.490], [-0.357, 1.885, -1.160], [-1.843, 2.024, 0.263], [-0.230, 3.296, 3.927], [3.254, 0.649, 3.271], [3.627, 1.093, 4.959], [3.307, 2.333, 3.652], [1.194, -0.858, 4.443], [0.219, 0.172, 5.594], [2.036, -0.181, 5.778], [1.781, 3.423, 5.187], [2.228, 2.166, 6.268], [0.569, 2.480, 6.108], [-3.860, 2.793, 1.273], [-4.333, 4.045, 2.425], [-3.602, 2.504, 2.988], [-2.281, 3.980, -0.033], [-1.065, 5.078, 0.679], [-2.789, 5.457, 0.826], [-2.212, 4.145, 4.235], [-2.877, 5.466, 3.391], [-1.078, 5.261, 3.517], [-0.764, -0.158, -4.947], [1.621, -3.567, -2.906], [2.280, -2.423, -3.973], [1.818, -3.997, -4.574], [-1.052, -3.839, -2.848], [-0.752, -4.676, -4.403], [-1.990, -3.347, -4.272], [0.707, -1.529, -6.051], [-0.947, -1.899, -5.921], [0.233, -3.183, -6.187], [3.328, -7.790, 2.069], [2.740, -6.526, 1.899], [2.644, -5.632, 2.995], [2.161, -4.376, 2.763], [1.675, -3.981, 1.607], [1.768, -4.828, 0.574], [2.257, -6.105, 0.671], [3.187, -8.065, 3.006], [3.201, -8.459, 1.339], [3.023, -5.880, 4.021], [2.253, -3.667, 3.532], [1.300, -4.523, -0.355], [2.276, -6.746, -0.217]],
  "homo_energy_ev": [-6.274, -7.054],
  "homo_lumo_gap_ev": [6.394, 6.553],
  "total_charge": 0,
  "spin_multiplicity": 2,
  "de_lowest_kj_mol": 0.00
}

[2]
{
  "formula": "C33H46N2O17PS2",
  "method": "ωB97M-V/def2-TZVPD",
  "elements": ["C", "C", "C", "C", "C", "C", "P", "O", "O", "S", "N", "C", "C", "C", "C", "C", "S", "O", "O", "O", "N", "C", "C", "C", "C", "H", "H", "H", "H", "H", "H", "H", "H", "H", "H", "H", "H", "H", "H", "H", "H", "H", "H", "H", "H", "H", "H", "H", "H", "H", "H", "H", "H", "H", "H", "H", "H", "H", "H", "C", "C", "C", "O", "C", "C", "C", "O", "O", "O", "H", "H", "H", "H", "C", "C", "C", "O", "C", "C", "C", "O", "O", "O", "H", "H", "H", "H", "C", "C", "C", "O", "C", "C", "C", "O", "O", "O", "H", "H", "H", "H"],
  "positions_angstrom": [[4.021, -0.462, 0.878], [2.949, -1.531, 0.639], [1.885, -1.509, 1.752], [0.471, -1.099, 1.355], [0.379, 0.242, 0.646], [-0.958, 0.970, 1.021], [-2.500, -0.045, 1.134], [-2.383, -1.430, 0.378], [-3.696, 0.714, 0.341], [-2.984, -0.265, 2.981], [-1.110, 2.241, 0.206], [0.166, 2.777, -0.374], [1.081, 1.749, -1.063], [2.548, 2.125, -0.815], [2.937, 3.403, -1.588], [2.987, 4.646, -0.669], [4.144, 5.868, -1.273], [4.489, 6.688, -0.171], [5.213, 5.239, -1.933], [3.337, 6.757, -2.313], [0.806, 0.357, -0.736], [0.101, -0.310, -1.838], [0.012, -1.834, -1.764], [-1.264, 0.280, -2.268], [-1.526, -0.145, -3.722], [4.492, -0.105, -0.031], [4.788, -0.816, 1.554], [3.562, 0.397, 1.358], [3.460, -2.483, 0.725], [2.542, -1.499, -0.359], [1.815, -2.483, 2.215], [2.193, -0.832, 2.540], [-0.036, -0.947, 2.306], [-0.058, -1.904, 0.867], [1.115, 0.834, 1.190], [-0.821, 1.297, 2.038], [-3.254, -1.638, -0.015], [-3.756, 1.640, 0.625], [-1.436, 2.952, 0.861], [-1.863, 2.161, -0.481], [-0.071, 3.609, -1.021], [0.702, 3.209, 0.462], [0.949, 1.873, -2.127], [2.761, 2.210, 0.243], [3.093, 1.316, -1.277], [2.231, 3.623, -2.382], [3.895, 3.282, -2.070], [2.008, 5.111, -0.661], [3.264, 4.347, 0.329], [2.573, 7.130, -1.836], [0.709, -0.128, -2.716], [-0.991, -2.185, -1.581], [0.701, -2.263, -1.058], [0.291, -2.250, -2.722], [-1.241, 1.368, -2.308], [-2.087, -0.129, -1.695], [-0.730, 0.238, -4.350], [-2.452, 0.322, -4.042], [-1.678, -1.211, -3.814], [2.236, 2.041, 7.625], [2.718, 1.790, 6.402], [1.909, 1.069, 5.365], [2.406, 0.893, 4.263], [0.578, 0.612, 5.720], [0.093, 0.857, 6.946], [0.892, 1.604, 7.979], [0.378, 1.804, 9.059], [-1.109, 0.467, 7.331], [3.936, 2.161, 6.021], [2.809, 2.562, 8.379], [0.010, 0.076, 4.970], [-1.212, 0.771, 8.256], [4.040, 1.860, 5.098], [-5.449, -5.042, 5.130], [-4.653, -4.126, 4.565], [-4.038, -4.335, 3.213], [-3.340, -3.442, 2.762], [-4.303, -5.583, 2.519], [-5.097, -6.504, 3.083], [-5.734, -6.285, 4.427], [-6.455, -7.158, 4.866], [-5.376, -7.661, 2.505], [-4.352, -2.972, 5.150], [-5.898, -4.900, 6.103], [-3.842, -5.730, 1.553], [-5.970, -8.137, 3.121], [-3.767, -2.497, 4.526], [1.253, -0.634, -7.640], [1.140, -1.278, -8.811], [-0.049, -1.082, -9.712], [-0.074, -1.685, -10.764], [-1.107, -0.183, -9.269], [-0.990, 0.454, -8.099], [0.208, 0.275, -7.214], [0.247, 0.904, -6.166], [-1.919, 1.287, -7.635], [2.055, -2.120, -9.255], [2.103, -0.766, -6.986], [-1.965, -0.059, -9.914], [-1.584, 1.614, -6.779], [1.735, -2.443, -10.122]],
  "homo_energy_ev": -11.242,
  "homo_lumo_gap_ev": 7.697,
  "total_charge": 1
}

[3]
{
  "formula": "C33H46N2O2SeZn",
  "method": "ωB97M-V/def2-TZVPD",
  "elements": ["Zn", "C", "C", "C", "C", "C", "C", "C", "Se", "C", "C", "C", "C", "C", "C", "O", "C", "C", "C", "C", "C", "C", "C", "C", "C", "O", "C", "C", "C", "C", "C", "C", "H", "H", "H", "H", "H", "H", "H", "H", "H", "H", "H", "H", "H", "H", "H", "H", "H", "H", "H", "H", "H", "H", "H", "H", "H", "H", "H", "H", "H", "H", "H", "H", "H", "H", "H", "H", "H", "H", "H", "H", "N", "C", "C", "C", "N", "C", "C", "H", "H", "H", "H", "H", "H"],
  "positions_angstrom": [[-11.577, 7.832, -13.491], [-15.670, 11.983, -18.881], [-15.192, 10.494, -18.758], [-16.367, 9.527, -18.978], [-14.131, 10.178, -19.818], [-14.614, 10.157, -17.382], [-13.877, 9.013, -17.173], [-13.227, 8.805, -15.967], [-11.828, 7.353, -15.875], [-12.080, 5.453, -15.450], [-12.504, 4.593, -16.427], [-12.516, 3.226, -16.164], [-12.018, 2.768, -14.908], [-11.435, 3.625, -13.978], [-11.628, 5.049, -14.182], [-11.318, 5.887, -13.208], [-10.700, 3.067, -12.783], [-10.344, 1.560, -12.955], [-11.490, 3.256, -11.460], [-9.291, 3.722, -12.699], [-12.892, 2.164, -17.214], [-11.639, 1.397, -17.629], [-13.544, 2.842, -18.438], [-13.858, 1.159, -16.574], [-13.285, 9.706, -14.899], [-12.756, 9.458, -13.718], [-13.969, 10.961, -15.113], [-14.709, 11.065, -16.289], [-13.863, 12.129, -14.163], [-12.374, 12.524, -14.014], [-14.457, 11.746, -12.789], [-14.616, 13.371, -14.676], [-15.890, 12.141, -19.933], [-14.936, 12.708, -18.532], [-16.614, 12.128, -18.319], [-16.749, 9.705, -19.972], [-17.198, 9.671, -18.284], [-16.053, 8.493, -18.912], [-14.534, 10.293, -20.833], [-13.805, 9.130, -19.729], [-13.218, 10.773, -19.698], [-13.753, 8.285, -17.937], [-12.865, 4.987, -17.365], [-12.120, 1.674, -14.681], [-11.199, 0.899, -12.968], [-9.688, 1.246, -12.142], [-9.801, 1.413, -13.905], [-12.475, 2.809, -11.548], [-11.585, 4.323, -11.208], [-10.987, 2.744, -10.637], [-8.694, 3.479, -13.582], [-8.728, 3.366, -11.847], [-9.398, 4.820, -12.701], [-10.850, 2.075, -18.021], [-11.895, 0.654, -18.398], [-11.121, 0.850, -16.853], [-12.855, 3.475, -18.990], [-14.404, 3.477, -18.120], [-13.832, 2.018, -19.119], [-13.366, 0.645, -15.783], [-14.191, 0.424, -17.294], [-14.732, 1.695, -16.168], [-15.420, 11.873, -16.295], [-11.826, 11.648, -13.663], [-12.238, 13.342, -13.325], [-12.013, 12.808, -15.012], [-13.887, 10.910, -12.360], [-15.490, 11.382, -12.897], [-14.443, 12.589, -12.096], [-14.188, 13.668, -15.647], [-14.461, 14.190, -13.937], [-15.669, 13.169, -14.813], [-11.150, 9.139, -7.574], [-11.026, 8.910, -8.912], [-10.661, 7.640, -9.400], [-10.604, 7.418, -10.767], [-10.970, 8.379, -11.677], [-11.270, 9.619, -11.221], [-11.296, 9.913, -9.874], [-10.913, 8.442, -6.909], [-11.323, 10.103, -7.246], [-10.466, 6.769, -8.748], [-10.315, 6.445, -11.140], [-11.532, 10.399, -11.945], [-11.514, 10.929, -9.547]],
  "homo_energy_ev": -7.261,
  "homo_lumo_gap_ev": 7.606,
  "total_charge": 0,
  "de_lowest_kj_mol": 0.00
}